ORCA calculation (the ωB97M-V functional and the def2-TZVPD basis) on an isolated molecule of C9H11PS in a non-equilibrium geometry.

Calculated values
HOMO energy (alpha / beta), hartree: -0.252 / -0.252
SMILES: CC1=CC2=PCC[C@H]3C[C@@]23S1
LUMO energy (alpha / beta), eV: -0.176 / -0.176
Electronic energy, eV: -29630.762
Energy above the lowest of the compared OMol25 structures with the same formula, charge and spin, kJ/mol: 431.0
Frontier orbital gap (alpha / beta), eV: 6.7 / 6.7

```
! wB97M-V def2-TZVPD RIJCOSX def2/J DEFGRID3
* xyz 0 1
C -1.520 -0.066 1.267
C -0.712 0.688 0.399
C 0.497 -0.296 -0.254
C -1.150 -1.356 1.499
C 0.719 1.342 -2.066
C 0.429 2.470 -1.084
C 2.066 -0.538 -0.730
C 0.995 -0.094 -1.648
C -1.598 -2.259 2.615
P -1.084 2.373 -0.077
S -0.019 -1.956 0.387
H -2.396 0.417 1.805
H -0.328 1.319 -2.660
H 1.436 1.920 -2.756
H 1.294 2.523 -0.487
H 0.471 3.285 -1.798
H 2.732 0.045 -0.263
H 2.339 -1.559 -0.686
H 0.858 -0.800 -2.438
H -2.621 -2.331 2.758
H -1.177 -3.273 2.483
H -1.232 -1.855 3.734
*
```